# 1
This record from the Open Molecules 2025 dataset describes a molecular structure, C10H28AlClI2OP2 in a non-equilibrium geometry. The level of theory is wB97M-V/def2-TZVPD.

Results
E_HOMO (spin up / spin down) ... -15.05 / -15.08 eV
E_LUMO (spin up / spin down) ... -10.350 / -10.337 eV
Energy relative to the best compared isomer or geometry (same formula, charge and spin) ... 182.88 kJ/mol
Net charge ... +2

Geometry (Å):
I: -0.00352 -1.54253 0.94218
I: -0.07014 1.49570 -0.34418
Al: 1.61591 -0.81257 -2.55701
P: 2.89716 -0.08284 -0.54888
C: 2.83143 0.51290 1.19181
C: 4.16612 -1.37208 -0.37314
H: 5.07132 -0.87492 -0.00358
H: 4.91124 1.16824 -0.77151
H: 4.38287 -1.89037 -1.31259
H: 4.04613 1.13925 -2.33975
H: 2.22639 -0.17289 1.80186
H: 3.80933 -2.09672 0.36297
C: 3.93220 1.23620 -1.25686
H: 3.86060 0.54504 1.57481
H: 3.46468 2.19667 -1.03609
H: 2.37912 1.50812 1.23687
P: -1.00917 -1.06638 -2.34127
C: -2.50368 -0.76416 -1.28441
C: -1.55713 -0.20484 -3.86209
H: -0.57800 -3.17540 -3.49679
H: -2.31415 -2.77709 -3.47747
H: -1.51978 -3.40035 -2.00885
C: -1.39323 -2.77751 -2.89172
H: -0.77710 -0.19664 -4.62676
H: -2.43925 -0.70694 -4.26912
H: -3.45791 -1.03536 -1.77272
H: -2.55148 0.29315 -0.99295
H: -1.80696 0.82752 -3.61704
H: -2.42136 -1.35188 -0.35792
Cl: 2.52716 -1.53802 -4.30421
C: -2.74167 -0.37557 3.46275
C: -1.26157 -0.08520 3.44527
O: -0.97460 0.80876 2.40158
C: -1.03252 2.21559 2.64304
C: -2.21099 2.77482 1.92228
H: -3.29373 0.49367 3.87778
H: -2.89844 -1.27602 4.07586
H: -3.05949 -0.59608 2.41904
H: -0.74548 0.21266 4.36963
H: -0.76821 -1.00737 3.07825
H: -1.09247 2.43260 3.71313
H: -0.15296 2.63523 2.13884
H: -3.09688 2.24131 2.27651
H: -2.30708 3.85618 2.06348
H: -2.08269 2.58610 0.84896



# 2
This record from the Open Molecules 2025 dataset describes 9 unconnected molecules or ions with the total composition C10H28Br2N8O16 in a non-equilibrium geometry. The level of theory is wB97M-V/def2-TZVPD.

Results
E_HOMO ... -9.69 eV
E_LUMO ... -0.851 eV
Energy relative to the best compared isomer or geometry (same formula, charge and spin) ... 15.52 kJ/mol
Structure (SMILES) ... C[N+](=O)[O-].C[N+](=O)[O-].C[N+](=O)[O-].C[N+](=O)[O-].C[N+](=O)[O-].C[N+](=O)[O-].C[N+](=O)[O-].C[N+](=O)[O-].BrCCBr

Geometry (Å):
Br: 5.61646 -3.76327 -0.80001
C: 3.86386 -3.38352 -1.56840
C: 2.71055 -3.85448 -0.70874
Br: 2.80617 -5.78721 -0.32140
H: 3.78075 -3.85937 -2.53916
H: 3.77449 -2.29879 -1.59822
H: 1.75979 -3.63700 -1.19258
H: 2.64136 -3.41198 0.28058
C: -1.69515 -2.10243 -2.95583
N: -2.96832 -1.89794 -2.25762
O: -3.04088 -0.87419 -1.57479
O: -3.87461 -2.68295 -2.37098
H: -1.34600 -1.15897 -3.35617
H: -1.97980 -2.74179 -3.79432
H: -0.99556 -2.53505 -2.24839
C: -0.81417 0.38639 0.19263
N: 0.50020 -0.23507 -0.11829
O: 1.46950 0.20726 0.47037
O: 0.50602 -1.22812 -0.82714
H: -1.47741 -0.17039 0.84992
H: -1.34366 0.56403 -0.73803
H: -0.58339 1.30196 0.72744
C: -4.38225 1.97964 -1.02343
N: -5.31092 0.90954 -0.53549
O: -5.01614 0.33451 0.49096
O: -6.31621 0.72853 -1.18587
H: -4.15843 1.78144 -2.06419
H: -3.52896 2.02951 -0.36029
H: -4.99736 2.87059 -0.89369
C: 1.03663 3.03443 1.98317
N: 1.50372 4.23696 2.70816
O: 0.86007 4.57182 3.70314
O: 2.50573 4.81817 2.31411
H: 0.06551 2.77747 2.38897
H: 1.69828 2.18831 2.13768
H: 1.03490 3.37733 0.94969
C: -3.39797 4.91509 2.29764
N: -2.47278 3.77483 2.42551
O: -2.23541 3.13742 1.40702
O: -2.14289 3.42816 3.53175
H: -4.35701 4.53187 1.96264
H: -3.07411 5.62435 1.53584
H: -3.43644 5.47000 3.22859
C: -2.89367 -3.09261 1.24456
N: -1.50688 -3.48413 0.87981
O: -1.37826 -4.45977 0.17670
O: -0.59997 -2.80808 1.31680
H: -3.42286 -2.94394 0.30025
H: -2.85941 -2.19338 1.84341
H: -3.43791 -3.91681 1.69769
C: 2.84073 1.03626 -2.65048
N: 3.77365 0.91413 -3.79044
O: 4.56298 -0.00575 -3.82284
O: 3.60862 1.72452 -4.69414
H: 1.94190 0.50086 -2.95272
H: 2.67463 2.07764 -2.41411
H: 3.27586 0.44359 -1.84762
C: 4.44191 -0.58612 1.60079
N: 4.13191 -1.62764 2.61137
O: 4.66409 -1.55712 3.68892
O: 3.30415 -2.45266 2.28453
H: 4.58912 -1.04056 0.62392
H: 5.38172 -0.10140 1.86105
H: 3.71954 0.21585 1.48979



# 3
This record from the Open Molecules 2025 dataset describes a molecular structure, C10H28CrO8 in a non-equilibrium geometry. The level of theory is wB97M-V/def2-TZVPD.

Results
E_HOMO (spin up / spin down) ... -7.18 / -7.44 eV
E_LUMO (spin up / spin down) ... 0.255 / 0.246 eV
Energy relative to the best compared isomer or geometry (same formula, charge and spin) ... 17.65 kJ/mol
Spin multiplicity ... 5
Expectation value of S² ... 6.009

Geometry (Å):
Cr: 0.03662 0.42613 0.32661
C: -3.67123 0.18494 -0.80835
C: -2.99728 1.55674 -0.84180
O: -1.66322 1.59070 -0.43357
H: -3.07894 -0.57608 -1.31671
H: -4.64388 0.23140 -1.30144
H: -3.83630 -0.16338 0.21260
H: -3.64570 2.22306 -0.26275
H: -3.00664 1.94637 -1.86484
C: 3.49113 0.54153 2.02512
C: 2.66782 -0.74494 1.93362
O: 1.84454 -0.66740 0.81516
H: 4.25315 0.65502 1.25407
H: 3.94925 0.58915 3.01626
H: 2.83779 1.41147 1.93495
H: 2.14177 -0.89870 2.88311
H: 3.32836 -1.61671 1.89643
C: -1.65011 -2.98184 -2.20899
C: -0.29120 -2.26926 -1.98377
O: -0.48016 -0.98883 -1.36519
O: -2.39544 -2.42278 -3.27827
H: -2.28058 -2.94658 -1.32013
H: -1.37851 -4.01895 -2.41581
H: 0.23164 -2.09198 -2.92528
H: 0.38097 -2.79915 -1.30900
H: -1.24756 -0.63068 -1.82648
H: -2.35129 -3.04797 -4.00519
C: 2.50805 0.67000 -2.34117
C: 2.36361 1.95156 -1.54454
O: 1.33136 1.85281 -0.56001
O: 3.08023 -0.46620 -1.63078
H: 3.30069 0.82746 -3.07319
H: 1.55408 0.38048 -2.78434
H: 2.13113 2.78049 -2.21513
H: 3.32871 2.15279 -1.07515
H: 1.41340 2.67696 -0.07144
H: 2.72170 -0.42568 -0.72693
C: -1.45396 -0.16786 3.08975
C: -1.03727 1.34130 3.08471
O: 0.12495 1.56997 2.33544
O: -1.29410 -0.58382 1.75080
H: -2.45668 -0.28948 3.50722
H: -0.89441 -0.82720 3.75792
H: -0.83441 1.62471 4.12007
H: -1.84732 2.00271 2.77687
H: 0.77568 1.97594 2.91211
H: -1.36043 -1.53822 1.85739



# 4
This record from the Open Molecules 2025 dataset describes 4 unconnected molecules or ions with the total composition C10H29BO3PS3 in a non-equilibrium geometry. The level of theory is wB97M-V/def2-TZVPD.

Results
E_HOMO ... -2.05 eV
E_LUMO ... 2.122 eV
Net charge ... -1

Geometry (Å):
C: 0.20528 -1.43054 1.65867
C: -0.92620 -1.85390 2.36060
B: -2.10749 -0.79150 2.62426
P: -3.58740 -1.12117 1.40468
C: -4.77457 0.30109 1.75181
C: -4.56268 -2.58980 2.04456
H: 0.89981 -0.76650 2.17161
H: 0.37972 -1.66826 0.61186
H: -0.96377 -2.88728 2.72592
H: -1.70620 0.31780 2.32823
H: -2.49125 -0.70322 3.79716
H: -4.25171 1.02544 2.37326
H: -5.05974 0.72316 0.79282
H: -5.63281 -0.06389 2.31635
H: -5.58096 -2.44909 1.67218
H: -4.19080 -3.52740 1.64132
H: -4.62325 -2.60337 3.13527
C: 4.15433 -2.25706 1.49313
S: 3.89379 -3.25399 0.01887
O: 2.53584 -3.83252 0.10768
C: 5.04506 -4.56951 0.45876
H: 3.48639 -1.39954 1.43759
H: 3.91921 -2.84484 2.38009
H: 5.19109 -1.91722 1.52199
H: 4.75390 -5.00648 1.41414
H: 6.05647 -4.16485 0.51774
H: 5.00105 -5.32799 -0.32006
C: -2.54091 3.36653 -1.36926
S: -2.38274 1.60633 -1.00849
O: -1.17709 1.45313 -0.16183
C: -1.91229 1.12053 -2.67668
H: -2.79519 3.87306 -0.44025
H: -1.59483 3.75334 -1.75373
H: -3.33864 3.51690 -2.09892
H: -1.01080 1.65633 -2.97586
H: -2.72776 1.33890 -3.36769
H: -1.71823 0.04959 -2.67506
C: 3.26858 4.06893 -3.48216
S: 1.71313 3.24435 -3.10482
O: 0.79545 4.27860 -2.55556
C: 2.32474 2.28334 -1.71599
H: 3.09514 4.75580 -4.30821
H: 3.61041 4.62406 -2.60845
H: 4.01000 3.32525 -3.77488
H: 2.72847 2.95360 -0.95725
H: 3.09373 1.59342 -2.06586
H: 1.48719 1.72067 -1.30015



# 5
This record from the Open Molecules 2025 dataset describes 6 unconnected molecules or ions with the total composition C10H29N11O6. The level of theory is wB97M-V/def2-TZVPD.

Results
E_HOMO ... -8.78 eV
E_LUMO ... 0.280 eV
Structure (SMILES) ... C#C[C@@H](CN)OC.NC(N)=O.NC(N)=O.NC(N)=O.NC(N)=O.NC(N)=O

Geometry (Å):
C: -1.64891 0.86399 -0.85127
C: -0.80290 0.62774 -1.66616
C: 0.17912 0.50278 -2.75328
C: 0.50032 1.93179 -3.24056
N: -0.42738 2.33721 -4.32093
O: 1.28687 -0.29166 -2.38630
C: 2.22458 0.36596 -1.54126
H: -2.29145 1.32457 -0.13529
H: -0.28843 -0.01575 -3.59176
H: 0.35717 2.62230 -2.41082
H: 1.51890 2.01846 -3.61116
H: -0.89266 3.19645 -4.05320
H: -1.18034 1.66319 -4.39513
H: 2.79872 -0.38377 -0.99953
H: 1.75411 1.02414 -0.81086
H: 2.94995 0.89594 -2.15647
C: -3.58710 4.03474 -1.57332
O: -2.69816 4.05542 -2.40896
N: -3.34806 4.10318 -0.23340
N: -4.91229 3.94479 -1.91138
H: -4.07422 4.07810 0.46373
H: -2.39180 4.18462 0.05676
H: -5.13593 3.89368 -2.88702
H: -5.65229 3.95601 -1.23456
C: -6.33062 2.89920 2.08672
O: -5.86988 3.98599 1.76526
N: -6.49262 1.87340 1.19847
N: -6.71547 2.63020 3.36619
H: -6.86572 0.97819 1.44977
H: -6.21005 2.02985 0.24941
H: -6.60733 3.36382 4.04124
H: -7.09525 1.75047 3.65816
C: 3.94492 -3.54431 0.97395
O: 4.96265 -3.65552 1.63053
N: 2.70163 -3.81205 1.48629
N: 3.95559 -3.13590 -0.33302
H: 1.85333 -3.71131 0.96082
H: 2.64738 -4.10394 2.44984
H: 4.84779 -2.93260 -0.74415
H: 3.12694 -3.02670 -0.88768
C: 0.42762 -6.34845 3.03942
O: 1.05575 -5.73223 3.88367
N: -0.68405 -7.08478 3.34245
N: 0.79109 -6.33778 1.72271
H: -1.21211 -7.59724 2.66310
H: -0.97057 -7.10663 4.30278
H: 1.61161 -5.80637 1.49191
H: 0.29652 -6.82152 0.99807
C: 5.88746 1.27605 -0.01249
O: 5.55227 1.24999 -1.18405
N: 5.62939 0.24534 0.84907
N: 6.55334 2.33984 0.53332
H: 5.90167 0.24493 1.81314
H: 5.14849 -0.55542 0.48284
H: 6.75895 3.11061 -0.07338
H: 6.84046 2.38208 1.49187